# 1
DFT (the ωB97M-V functional and the def2-TZVPD basis) results for the ion C2H7NO4P2S2 with charge -2 in a non-equilibrium geometry.

Output
Spin multiplicity: 1
Frontier orbital gap: 6.59 eV
E_HOMO: -1.3 eV
SMILES: CN=[P@@]([S-])(O[P@](=O)([O-])O)SC
Net charge: -2
Total energy: -1915.3827 Eh

Element x y z (Å)
C -0.01694 3.14549 1.28174
N -0.21596 1.77053 1.56971
P -0.33073 0.77102 0.32642
S -0.84411 1.23479 -1.47148
O 1.03235 -0.54858 0.38808
P 1.91373 -1.58004 -0.48754
O 1.34630 -2.94505 -0.62530
O 3.31987 -1.50529 -0.04354
O 1.89856 -0.85002 -2.00144
S -1.83294 -0.57901 0.93852
C -1.81359 -2.04425 -0.19468
H -0.42055 3.45974 0.31007
H 0.96554 3.32396 1.29575
H -0.47438 3.65231 2.04774
H 1.01404 -0.34688 -2.00923
H -1.71378 -1.80434 -1.23986
H -2.80192 -2.44278 -0.01531
H -1.02547 -2.71157 -0.06965



# 2
DFT (the ωB97M-V functional and the def2-TZVPD basis) results for an isolated molecule of C5H10O.

Output
Spin multiplicity: 1
Frontier orbital gap: 11.13 eV
E_HOMO: -10.1 eV
SMILES: C[C@@H](O)C1CC1
Total energy: -271.7110 Eh

Element x y z (Å)
C -2.05404 -0.16220 0.63197
C -0.71273 0.22333 0.00294
O -0.86011 1.59314 -0.38587
C 0.50394 0.10857 0.90933
C 1.44065 -1.06879 0.86579
C 1.86737 0.25069 0.28888
H -2.08414 0.13394 1.68319
H -2.28868 -1.23039 0.56000
H -2.84655 0.39739 0.11709
H -0.52806 -0.41273 -0.87873
H -0.47611 1.70953 -1.25973
H 0.37885 0.58402 1.88172
H 1.90299 -1.39270 1.79486
H 1.22638 -1.88165 0.17610
H 1.91922 0.33358 -0.79524
H 2.62894 0.83121 0.80468



# 3
DFT (the ωB97M-V functional and the def2-TZVPD basis) results for a structure of composition C13H16I2LaN3O in a non-equilibrium geometry.

Output
Spin multiplicity: 1
Frontier orbital gap (alpha / beta): 2.54 / 2.31 eV
E_HOMO (alpha / beta): 1.4 / 1.6 eV
Net charge: -2
Total energy: -1371.0426 Eh

Element x y z (Å)
C 2.74058 3.24803 -1.34264
I 3.03009 1.47250 -1.40500
H 1.71924 3.44401 -0.92994
H 2.52387 3.52465 -2.37977
H 3.30254 3.67009 -0.50803
C 0.09172 -2.14872 -3.91889
C -0.74812 -1.11494 -2.07738
N -0.17532 -2.26528 -2.57036
H -0.30761 -0.45982 -5.29518
I -3.78195 0.96666 -0.01945
N -0.84309 -0.32302 -3.20833
H 0.55156 -2.95976 -4.47668
La -1.14421 -0.25644 0.30875
C 1.36873 1.00730 -0.49080
O 0.30267 1.08920 -0.06683
C -0.32297 -0.96926 -4.27669
C -1.39258 1.03391 -3.21587
H -1.52171 1.33663 -4.26906
H -0.70039 1.74971 -2.73572
H -2.35619 1.08382 -2.68334
C 0.15760 -3.42668 -1.75231
H 0.09399 -4.33283 -2.36638
H -0.53633 -3.51721 -0.90569
H 1.17996 -3.35905 -1.34836
N -0.83187 -0.38736 2.42400
C -0.60521 -0.02919 3.67749
C 0.03749 -0.91926 4.61441
C 0.18110 -0.56888 5.93201
C -0.25747 0.66956 6.41349
C -0.84848 1.58963 5.51726
C -1.00904 1.26152 4.18056
H 0.38662 -1.88489 4.21902
H 0.64437 -1.27985 6.63882
H -0.14577 0.93667 7.46529
H -1.18549 2.55337 5.88348
H -1.46221 1.96069 3.46905



# 4
DFT (the ωB97M-V functional and the def2-TZVPD basis) results for a cluster of 2 separate species, C20H15Br2NO5S in total.

Output
Spin multiplicity: 1
Frontier orbital gap: 8.12 eV
E_HOMO: -9.8 eV
Total energy: -6748.1241 Eh

Element x y z (Å)
C 0.11002 -4.43968 -2.36525
C 0.29218 -3.37346 -1.85192
C 0.61446 -2.17294 -1.18474
C -0.28719 -1.34012 -0.65939
C -1.76973 -1.50234 -0.66524
Br -2.33109 -3.16501 0.18716
C -2.48590 -1.34380 -2.02865
C -3.71107 -0.46254 -1.87228
Br -1.36771 -0.56755 -3.42560
C 0.24730 -0.10448 -0.01291
O -0.24637 0.38098 0.97499
C 1.45546 0.46437 -0.68367
N 1.58651 1.89040 -0.68966
C 1.08322 2.51724 -1.59816
S 0.49607 3.32923 -2.79038
C 2.35619 -0.34837 -1.21390
C 3.58927 0.14204 -1.93542
O 4.24721 -0.86565 -2.65234
C 3.54308 -1.30926 -3.80041
C 2.07334 -1.80897 -1.06231
O 2.91712 -2.62478 -0.81378
H -0.06926 -5.42151 -2.72763
H -2.16704 -0.73865 -0.00428
H -2.78606 -2.32784 -2.36784
H -4.32312 -0.80725 -1.04212
H -3.38290 0.55711 -1.67530
H -4.28436 -0.43855 -2.79270
H 4.28553 0.61759 -1.24906
H 3.24720 0.91984 -2.62887
H 4.09998 -1.05605 -4.70057
H 3.44698 -2.39382 -3.75932
H 2.53828 -0.88714 -3.86725
C -1.32201 3.61853 5.44633
C -1.34858 2.49129 6.15148
C -1.11403 1.17369 5.50642
O -1.14140 0.14770 6.15180
C -0.84743 1.16231 4.04675
C -0.82048 2.28969 3.34089
C -1.05535 3.60571 3.98510
O -1.03129 4.63511 3.34452
H -1.49070 4.58970 5.89410
H -1.54036 2.47522 7.21684
H -0.67876 0.19265 3.59656
H -0.62720 2.29942 2.27799



# 5
DFT (the ωB97M-V functional and the def2-TZVPD basis) results for a cluster of 2 separate species, C4H12BN in total in a non-equilibrium geometry.

Output
Spin multiplicity: 1
Frontier orbital gap (alpha / beta): 8.12 / 6.38 eV
E_HOMO (alpha / beta): -8.2 / -7.3 eV
Total energy: -239.0618 Eh

Element x y z (Å)
B 0.92961 -1.66437 -1.51739
C -1.04380 -0.66964 0.80432
C 1.07057 0.59556 1.14544
C -0.92102 1.63249 -0.06782
C -0.26883 0.53910 0.59194
N 0.17199 -0.63677 -1.80839
H 1.75017 -2.45048 -1.97548
H 0.84859 -2.03031 -0.39401
H -1.98306 -0.71022 0.17535
H -0.41453 -1.54186 0.46165
H -1.22809 -0.85293 1.85152
H 1.11012 0.79835 2.18888
H 1.74754 1.31456 0.67801
H 1.60082 -0.46532 1.17693
H -1.53822 2.26116 0.67106
H -0.34766 2.38544 -0.69383
H -1.58051 1.29042 -0.81879
H 0.09628 0.20483 -2.46939



# 6
DFT (the ωB97M-V functional and the def2-TZVPD basis) results for an isolated molecule of C2H8N2O2 in a non-equilibrium geometry.

Output
Spin multiplicity: 1
Frontier orbital gap: 9.65 eV
E_HOMO: -8.8 eV
SMILES: CNC(N)(O)O
Total energy: -340.9968 Eh

Element x y z (Å)
C -0.87849 -1.10530 -1.01721
N -0.93988 -0.01740 -0.06363
C 0.28447 0.49485 0.52010
N 1.18987 0.85504 -0.52849
O -0.02005 1.59042 1.32965
O 0.83612 -0.50779 1.33219
H -1.81014 -1.11309 -1.58038
H -0.05413 -0.94802 -1.70916
H -0.74249 -2.07689 -0.52647
H -1.67182 -0.11807 0.62920
H 2.01087 1.29010 -0.12332
H 0.73391 1.50889 -1.15243
H -0.17195 1.27221 2.22683
H 1.23370 -1.12494 0.66312



# 7
DFT (the ωB97M-V functional and the def2-TZVPD basis) results for an isolated molecule of C5H10O in a non-equilibrium geometry.

Output
Spin multiplicity: 1
Frontier orbital gap: 10.00 eV
E_HOMO: -8.9 eV
SMILES: CCOC1CC1
Total energy: -271.6652 Eh

Element x y z (Å)
C -0.22157 2.50231 -0.25511
C -0.32406 1.00057 -0.29174
O 0.20863 0.51702 0.90947
C 0.36015 -0.85080 0.91111
C -0.56985 -1.77055 -0.01067
C 0.91762 -1.87137 -0.02443
H -0.86478 2.92539 0.52389
H -0.49859 2.91969 -1.22643
H 0.81551 2.76352 -0.02658
H -1.35244 0.63444 -0.43501
H 0.27082 0.57954 -1.11656
H 0.72526 -1.07377 1.92699
H -1.26762 -2.47065 0.43118
H -0.95612 -1.40979 -0.97876
H 1.47181 -1.72875 -0.94195
H 1.28523 -2.66682 0.60461



# 8
DFT (the ωB97M-V functional and the def2-TZVPD basis) results for a structure of composition C33H36BF3FeO2 in a non-equilibrium geometry.

Output
Spin multiplicity: 5
Frontier orbital gap (alpha / beta): 6.07 / 8.82 eV
E_HOMO (alpha / beta): -5.6 / -8.7 eV
Expectation value of S²: 6.03
Total energy: -3017.6007 Eh

Element x y z (Å)
C 4.78065 3.79027 -0.11491
C 4.06258 2.53851 -0.61770
C 4.79101 2.05045 -1.85226
C 3.82213 1.45568 0.53655
C 3.63803 0.04644 -0.03365
C 4.85809 1.42832 1.64149
O 2.57134 1.88121 1.11867
B 1.93321 2.56768 0.09616
C 0.40107 2.76077 0.11900
C -0.37178 2.07255 1.07294
C -1.73891 1.86990 0.86691
C -2.36445 2.63333 -0.12916
C -3.83705 2.43063 -0.37007
F -4.58791 2.52430 0.77487
F -4.35464 3.32389 -1.25298
F -4.08043 1.17402 -0.89810
C -1.64084 3.50428 -0.93290
C -0.25042 3.56026 -0.82426
C -2.51583 0.88314 1.69559
C -2.01270 0.38335 3.05068
C -2.93576 1.52140 3.03370
O 2.71640 2.91148 -0.99451
H 5.84874 3.58568 0.03039
H 4.69085 4.58456 -0.86757
H 4.35646 4.15319 0.83238
H 5.82409 1.78998 -1.59794
H 4.30525 1.17563 -2.29627
H 4.82028 2.85555 -2.59317
H 4.57605 -0.34174 -0.45653
H 3.32445 -0.63414 0.77096
H 2.86370 0.02670 -0.81404
H 5.83990 1.16796 1.22690
H 4.93681 2.39834 2.14486
H 4.58442 0.67415 2.38760
H 0.11451 1.61988 1.93778
H -0.81722 -0.21873 1.15546
H -2.16337 4.11457 -1.66025
H 0.32109 4.20951 -1.48380
H -3.38886 0.40425 1.24380
H -2.42332 -0.56445 3.40348
H -0.96521 0.56079 3.28896
H -2.54085 2.51982 3.22867
H -3.94953 1.30946 3.37994
C -2.16848 -2.06885 -3.75285
C -2.86206 -2.23864 -2.48754
C -2.38130 -3.46459 -1.87612
C -1.38402 -4.04629 -2.75347
C -1.25248 -3.18404 -3.91645
Fe -0.90234 -2.19869 -2.25100
C 1.05973 -2.05429 -1.97839
C 0.53709 -0.85744 -2.59864
C -0.48697 -0.32685 -1.74887
C -0.63399 -1.20042 -0.59038
C -1.49468 -0.86568 0.60416
C -1.70682 -2.10342 1.46013
C -2.90752 -2.81706 1.45932
C -3.10094 -3.84861 2.38767
C -2.07351 -4.20650 3.26807
C -0.83852 -3.55144 3.20132
C -0.65925 -2.51068 2.29428
C 0.36116 -2.25415 -0.72962
H -2.36762 -1.28349 -4.47744
H -3.67682 -1.61861 -2.12019
H -2.77856 -3.91811 -0.97419
H -0.89020 -5.00070 -2.59635
H -0.63830 -3.38145 -4.79126
H 1.90289 -2.64349 -2.32892
H 0.90415 -0.38538 -3.50329
H -1.05152 0.59375 -1.88125
H -2.42532 -0.50678 0.15638
H -3.69261 -2.55890 0.74228
H -4.06144 -4.36648 2.41441
H -2.22831 -4.99732 4.00648
H -0.00806 -3.83195 3.85320
H 0.30195 -1.98302 2.24849
H 0.56261 -3.02326 0.01235



- total energy of number 6 (C2H8N2O2)?
  -340.9968 Eh